[1]
{"formula": "C18H27N3O3", "method": "wB97M-V/def2-TZVPD", "species": ["C", "C", "C", "C", "O", "C", "O", "N", "C", "C", "C", "C", "N", "C", "O", "N", "C", "C", "C", "C", "C", "C", "C", "C", "H", "H", "H", "H", "H", "H", "H", "H", "H", "H", "H", "H", "H", "H", "H", "H", "H", "H", "H", "H", "H", "H", "H", "H", "H", "H", "H"], "xyz": [[-0.014132, 3.305928, 3.524900], [-0.210809, 1.846589, 3.116160], [-1.563140, 1.644626, 2.431491], [-0.087546, 0.929741, 4.334819], [0.860394, 1.413917, 2.246567], [1.063456, 2.021681, 1.063426], [0.402106, 2.932840, 0.616188], [2.150089, 1.513689, 0.424976], [2.805607, 0.284511, 0.813952], [2.310867, -0.869444, -0.059174], [2.545465, -0.551861, -1.537800], [2.053023, -1.695247, -2.440435], [0.655731, -2.007254, -2.261662], [0.273957, -3.041371, -1.463518], [1.038909, -3.870284, -1.015045], [-1.073853, -3.114424, -1.171131], [-2.144540, -2.337723, -1.616576], [-3.171978, -2.034355, -0.723324], [-4.251232, -1.273865, -1.128971], [-4.326536, -0.805849, -2.430633], [-3.323875, -1.126408, -3.329367], [-2.241828, -1.892631, -2.934392], [1.878923, 0.782314, -1.887948], [2.382615, 1.884628, -0.953679], [0.968879, 3.438525, 3.972037], [-0.773242, 3.588599, 4.248866], [-0.094384, 3.951751, 2.655140], [-2.364358, 1.888558, 3.123375], [-1.639297, 2.288410, 1.559703], [-1.671842, 0.608778, 2.115421], [0.885357, 1.059621, 4.801534], [-0.188681, -0.109376, 4.032289], [-0.862380, 1.166568, 5.057717], [2.603721, 0.090300, 1.865905], [3.884210, 0.420311, 0.677723], [2.821620, -1.793638, 0.212114], [1.243226, -1.010646, 0.122513], [3.623942, -0.451787, -1.705943], [2.221564, -1.432787, -3.490014], [2.602933, -2.609793, -2.207212], [-0.000317, -1.256493, -2.409768], [-1.277353, -3.779031, -0.437506], [-3.115036, -2.400874, 0.291779], [-5.036310, -1.043054, -0.424461], [-5.167436, -0.207237, -2.745078], [-3.387162, -0.788224, -4.353068], [-1.491170, -2.177736, -3.655791], [2.091621, 1.053236, -2.923578], [0.795755, 0.706583, -1.767710], [1.856878, 2.821814, -1.141428], [3.457589, 2.037875, -1.093384]], "forces_ev_per_a": [[0.09, -0.19, -0.25], [-0.53, 0.20, 0.35], [0.31, 0.06, -0.08], [0.11, 0.18, -0.42], [0.11, -0.14, -0.01], [0.23, 0.07, -0.02], [-0.34, 0.19, -0.02], [0.19, -0.02, 0.07], [-0.12, -0.38, 0.21], [0.37, 0.16, -0.04], [-0.44, -0.21, -0.08], [0.42, 0.06, 0.07], [-0.14, 0.27, -0.11], [-0.18, 0.10, -0.09], [0.28, -0.22, 0.19], [-0.17, -0.43, 0.34], [-0.21, 0.29, -0.16], [0.12, -0.03, -0.03], [-0.04, -0.04, -0.03], [-0.08, 0.06, -0.06], [-0.06, 0.08, 0.03], [0.03, -0.10, 0.04], [0.41, 0.00, 0.14], [-0.35, 0.24, -0.26], [0.08, 0.02, 0.09], [-0.07, 0.01, 0.12], [-0.02, 0.06, 0.03], [-0.09, 0.00, 0.11], [-0.07, 0.01, -0.01], [-0.04, -0.12, 0.00], [0.10, 0.02, 0.09], [-0.04, -0.13, -0.01], [-0.09, 0.03, 0.08], [0.14, 0.02, -0.12], [-0.02, -0.03, 0.05], [-0.02, -0.07, 0.03], [-0.06, -0.04, 0.04], [0.03, 0.00, -0.02], [0.06, -0.05, 0.06], [-0.01, 0.11, -0.12], [-0.03, -0.11, 0.03], [0.16, 0.06, -0.14], [0.04, 0.00, 0.11], [-0.06, 0.02, 0.06], [-0.07, 0.06, -0.03], [0.00, 0.02, -0.08], [0.05, -0.03, -0.04], [-0.03, 0.01, -0.08], [-0.10, 0.02, -0.02], [0.17, -0.09, 0.00], [-0.02, 0.01, -0.02]], "spin_multiplicity": 1, "orbital_gap_ev": 9.4, "largest_force_ev_per_a": 0.7, "smiles": "CC(C)(C)OC(=O)N1CCC(CNC(=O)Nc2ccccc2)CC1", "energy_ev": -29719.3679}



[2]
{"formula": "C57H81BN4O4PSr", "method": "wB97M-V/def2-TZVPD", "species": ["Sr", "C", "N", "C", "C", "C", "N", "C", "C", "C", "C", "C", "C", "C", "O", "C", "C", "C", "C", "C", "C", "C", "C", "C", "C", "C", "C", "C", "C", "C", "O", "C", "C", "C", "C", "C", "C", "C", "C", "H", "H", "H", "H", "H", "H", "H", "H", "H", "H", "H", "H", "H", "H", "H", "H", "H", "H", "H", "H", "H", "H", "H", "H", "H", "H", "H", "H", "H", "H", "H", "H", "H", "H", "H", "H", "H", "H", "H", "H", "H", "H", "H", "H", "H", "H", "H", "H", "H", "H", "H", "H", "H", "H", "N", "P", "C", "C", "C", "C", "C", "C", "C", "C", "C", "C", "C", "C", "C", "C", "C", "C", "C", "N", "H", "H", "H", "H", "H", "H", "H", "H", "H", "H", "H", "H", "H", "H", "H", "C", "C", "C", "O", "B", "O", "C", "C", "C", "H", "H", "H", "H", "H", "H", "H", "H", "H", "H", "H", "H"], "xyz": [[-0.417675, -0.216555, -0.286522], [-2.781052, 2.206474, 1.114680], [-2.372146, 1.551022, -0.127095], [-3.505861, 1.309686, -1.010066], [-1.356383, 2.329675, -0.863431], [-0.116857, 2.740473, -0.053561], [0.996700, 1.801807, -0.031635], [1.871681, 1.885842, -1.201900], [1.162534, 1.769197, -2.532957], [0.875547, 2.938554, -3.218473], [0.169973, 2.941714, -4.414741], [-0.201871, 1.695241, -4.916382], [0.077612, 0.489589, -4.281872], [0.754422, 0.497202, -3.023321], [0.920746, -0.586604, -2.322700], [-0.367780, -0.848195, -4.882791], [0.840462, -1.789484, -5.012177], [-0.971413, -0.685564, -6.281271], [-1.433744, -1.505455, -3.993102], [-0.164931, 4.261953, -5.106089], [-1.031327, 5.122729, -4.174509], [-0.933634, 4.056857, -6.411306], [1.128677, 5.023726, -5.428686], [1.812680, 1.908928, 1.193023], [1.047025, 1.926000, 2.490223], [1.113354, 3.057228, 3.297588], [0.417215, 3.147860, 4.492376], [-0.315480, 2.019501, 4.874468], [-0.388060, 0.849632, 4.135744], [0.252356, 0.811757, 2.857941], [0.052749, -0.162074, 2.029346], [-1.235567, -0.329992, 4.634334], [-0.650382, -1.703334, 4.265160], [-1.367648, -0.308534, 6.165632], [-2.635521, -0.220200, 4.011954], [0.442789, 4.379079, 5.395976], [1.073028, 4.017273, 6.748669], [1.252455, 5.523134, 4.785170], [-0.987283, 4.885814, 5.631359], [-2.877437, 3.295176, 0.987110], [-2.074833, 2.007703, 1.922445], [-3.746115, 1.806455, 1.421776], [-3.956661, 2.251977, -1.359597], [-4.258919, 0.719197, -0.491114], [-3.182744, 0.742470, -1.886549], [-1.807761, 3.261807, -1.241502], [-1.119012, 1.772195, -1.775156], [-0.418241, 2.913397, 0.979123], [0.180999, 3.736410, -0.419717], [2.613394, 1.098890, -1.101287], [2.406809, 2.851726, -1.206575], [1.207428, 3.874851, -2.777476], [-0.740099, 1.662692, -5.851834], [1.607965, -1.339708, -5.648859], [0.529817, -2.734811, -5.466539], [1.264840, -1.996231, -4.031285], [-0.274510, -0.208562, -6.975109], [-1.894576, -0.101363, -6.262749], [-1.216334, -1.673412, -6.678046], [-1.058792, -1.736773, -2.998422], [-1.774521, -2.444895, -4.438467], [-2.306602, -0.851756, -3.896567], [-1.983033, 4.626005, -3.971785], [-1.239744, 6.096575, -4.627515], [-0.533762, 5.293940, -3.218398], [-1.880411, 3.539977, -6.242423], [-0.352496, 3.477603, -7.131739], [-1.156212, 5.027476, -6.861208], [1.690523, 5.251839, -4.521901], [0.904743, 5.967224, -5.935114], [1.771726, 4.425772, -6.077391], [2.399898, 2.841762, 1.147881], [2.517690, 1.071952, 1.165924], [1.720065, 3.886336, 2.949061], [-0.848581, 2.063698, 5.816207], [0.375409, -1.797831, 4.635718], [-0.642607, -1.880226, 3.195099], [-1.252228, -2.480129, 4.745531], [-0.387088, -0.235041, 6.641676], [-1.841182, -1.234582, 6.498074], [-1.986605, 0.514449, 6.529316], [-2.570470, -0.324428, 2.926324], [-3.091690, 0.745097, 4.250213], [-3.286950, -1.016456, 4.384660], [2.094070, 3.656752, 6.608950], [0.507834, 3.228827, 7.247993], [1.099461, 4.889105, 7.409507], [2.300122, 5.245855, 4.652982], [1.216778, 6.393366, 5.445188], [0.852698, 5.820548, 3.813471], [-1.608233, 4.123691, 6.103841], [-1.456618, 5.157591, 4.683403], [-0.981659, 5.767107, 6.279621], [2.998904, -3.213152, -0.976491], [2.796839, -1.748111, -0.080669], [3.657651, -2.093606, 1.496463], [4.883002, -2.747189, 1.603981], [5.457358, -2.953910, 2.847375], [4.810731, -2.502559, 3.994159], [3.588401, -1.856136, 3.894996], [3.006005, -1.658361, 2.647715], [4.102871, -0.812709, -0.971569], [5.083167, -0.066970, -0.324144], [5.921183, 0.776363, -1.044516], [5.793167, 0.882501, -2.420162], [4.818490, 0.142143, -3.079059], [3.975512, -0.690855, -2.362109], [2.080858, -4.225302, -0.815517], [1.926065, -5.244620, -1.766867], [0.990995, -6.222637, -1.512763], [0.232010, -6.160064, -0.346513], [0.454991, -5.100966, 0.514883], [1.371939, -4.162566, 0.301689], [3.491996, -3.184117, -1.853921], [5.381213, -3.098729, 0.706988], [6.408742, -3.466132, 2.927521], [5.261765, -2.662517, 4.966210], [3.079592, -1.511196, 4.786818], [2.036580, -1.177295, 2.554776], [5.189173, -0.134352, 0.751762], [6.674100, 1.355208, -0.523409], [6.441019, 1.547963, -2.977352], [4.691604, 0.238372, -4.150316], [3.159351, -1.192426, -2.867752], [2.512733, -5.244508, -2.677114], [0.839574, -7.024479, -2.225623], [-0.519334, -6.905580, -0.120477], [-0.133055, -4.984472, 1.416557], [-5.088223, -2.904805, -0.960821], [-3.939150, -3.896876, -0.773257], [-4.191436, -5.121804, -1.639988], [-2.745959, -3.249132, -1.220592], [-2.023342, -2.694046, -0.126052], [-2.612553, -3.243808, 1.039171], [-3.633733, -4.199817, 0.723415], [-3.058815, -5.597060, 0.944128], [-4.804539, -3.988776, 1.673492], [-5.128755, -2.620498, -2.013694], [-4.907617, -2.002170, -0.375429], [-6.053975, -3.328062, -0.674107], [-4.360264, -4.799696, -2.669064], [-5.074499, -5.673584, -1.303924], [-3.333422, -5.791811, -1.634861], [-2.218544, -5.766373, 0.272410], [-3.804508, -6.380424, 0.785971], [-2.695791, -5.663548, 1.971480], [-5.158659, -2.959859, 1.643608], [-4.477825, -4.200794, 2.693124], [-5.636502, -4.657357, 1.433629]], "forces_ev_per_a": [[-0.12, -2.53, 0.20], [-0.04, -0.07, 0.01], [0.25, 0.31, -0.03], [0.05, -0.05, -0.02], [-0.55, 0.42, -0.10], [0.02, 0.55, 0.01], [0.09, 0.52, 0.22], [0.04, 0.18, -0.50], [0.26, 0.05, 0.24], [-0.03, -0.06, -0.12], [0.03, 0.01, 0.03], [0.00, -0.04, -0.02], [-0.03, -0.11, -0.03], [-0.22, 0.07, -0.19], [0.14, 0.36, 0.12], [0.01, 0.01, 0.00], [0.02, -0.03, 0.00], [0.00, 0.01, 0.00], [-0.04, 0.00, 0.01], [0.00, 0.02, 0.00], [0.00, 0.00, 0.00], [0.01, 0.00, -0.01], [0.00, -0.01, 0.00], [-0.06, 0.16, 0.10], [0.10, -0.02, 0.01], [-0.04, 0.00, 0.00], [0.03, 0.01, -0.01], [0.13, -0.09, 0.07], [0.02, 0.02, 0.07], [-0.39, 0.10, -0.02], [0.27, 0.15, -0.05], [-0.05, 0.00, -0.04], [0.11, -0.01, 0.08], [-0.06, 0.04, -0.03], [0.01, -0.03, -0.09], [0.01, 0.01, 0.01], [0.00, 0.00, 0.00], [0.01, 0.00, 0.00], [0.00, 0.00, -0.01], [-0.07, -0.01, -0.02], [0.03, 0.03, -0.03], [0.02, -0.03, 0.03], [-0.03, 0.00, 0.02], [0.00, -0.01, 0.01], [0.00, 0.01, 0.01], [-0.07, 0.01, 0.07], [0.13, 0.13, 0.02], [-0.03, -0.05, 0.00], [0.20, -0.12, -0.10], [0.03, -0.02, 0.01], [0.00, -0.02, 0.15], [0.00, 0.01, -0.02], [-0.01, -0.01, -0.02], [0.00, 0.00, 0.00], [-0.01, 0.00, 0.00], [-0.01, 0.01, -0.02], [0.01, 0.00, 0.00], [0.00, 0.01, 0.00], [0.00, 0.00, 0.01], [0.02, -0.01, -0.02], [0.00, 0.00, 0.00], [0.00, 0.00, 0.00], [0.01, 0.00, 0.01], [-0.01, 0.00, -0.01], [0.00, 0.01, 0.00], [0.00, 0.00, 0.00], [0.00, 0.00, 0.00], [0.00, 0.00, 0.00], [0.00, 0.00, 0.00], [0.00, 0.00, 0.00], [0.00, 0.00, -0.01], [0.10, -0.07, -0.04], [-0.02, -0.02, 0.00], [0.00, 0.00, 0.01], [0.00, -0.01, 0.02], [0.00, 0.00, 0.00], [-0.03, 0.02, 0.01], [0.01, -0.01, 0.01], [0.00, -0.02, 0.01], [-0.01, 0.00, 0.00], [0.01, 0.03, -0.02], [0.00, -0.01, 0.01], [0.00, -0.01, 0.02], [0.01, 0.00, 0.00], [0.00, 0.01, 0.00], [0.00, 0.00, 0.00], [0.00, 0.00, 0.00], [0.00, 0.00, -0.01], [0.00, 0.00, 0.00], [0.00, 0.00, 0.00], [0.00, 0.00, 0.00], [0.00, 0.00, 0.00], [0.00, 0.00, 0.00], [0.12, 0.00, -0.10], [0.02, 0.08, 0.16], [-0.06, -0.02, 0.06], [-0.03, -0.04, -0.02], [0.00, -0.01, -0.02], [-0.01, 0.01, 0.02], [0.01, -0.01, 0.00], [0.07, 0.02, -0.03], [-0.12, -0.02, -0.21], [0.02, 0.00, 0.03], [0.00, 0.00, 0.02], [0.00, -0.01, -0.04], [0.01, 0.02, 0.02], [0.08, 0.05, 0.08], [0.00, -0.04, -0.14], [-0.03, 0.00, -0.01], [-0.01, 0.01, 0.05], [0.05, -0.06, -0.01], [-0.06, -0.07, -0.01], [-0.01, 0.00, 0.10], [0.05, 0.04, 0.03], [0.00, 0.00, 0.00], [0.00, 0.00, 0.00], [0.00, 0.00, 0.00], [-0.01, 0.00, 0.00], [-0.03, -0.01, 0.02], [0.00, 0.00, -0.01], [0.00, 0.00, 0.00], [0.00, 0.00, 0.00], [0.00, 0.00, 0.00], [0.01, 0.00, -0.02], [0.01, 0.02, 0.01], [0.00, 0.00, 0.01], [0.09, 0.02, -0.02], [-0.03, 0.01, 0.04], [0.03, 0.03, 0.00], [-0.03, -0.03, 0.04], [-0.01, 0.00, -0.01], [0.06, -0.01, -0.02], [-0.32, 0.17, -0.14], [-0.01, 0.02, 0.08], [-0.04, -0.05, -0.03], [0.06, 0.06, -0.03], [0.02, 0.01, 0.01], [0.00, 0.00, 0.00], [0.00, 0.00, 0.01], [0.00, -0.01, 0.00], [0.00, 0.00, 0.00], [0.00, 0.01, 0.01], [0.00, 0.00, 0.00], [-0.11, 0.03, 0.05], [-0.02, 0.02, 0.00], [0.01, 0.00, 0.00], [0.00, 0.00, 0.00], [0.00, 0.00, 0.00], [0.00, -0.01, -0.01]], "spin_multiplicity": 1, "orbital_gap_ev": 5.6, "largest_force_ev_per_a": 2.5, "total_charge": -1, "energy_ev": -85382.8627}



Looking at LUMO for the records above, in order, we have 0.685 2.198 eV.
Looking at M for the records above, in order, we have 333.4 1015.7 g mol⁻¹.
Looking at relative energy (zero: lowest compared OMol25 entry of this formula, charge and spin) for the records above, in order, we have 0.000 0.368 eV.